DFT (wB97M-V/def2-TZVPD) results for one molecule with the formula C4H12N4 in a non-equilibrium geometry.

Atoms and positions in Å:
C  -2.924  -1.006  -0.016
N  -1.713  -0.274  -0.383
N  -0.592  -0.837  0.069
C  0.489  -0.166  0.099
C  1.739  -0.828  0.597
N  2.759  -0.784  -0.449
C  0.549  1.257  -0.443
N  -0.350  2.157  0.291
H  -2.762  -2.064  -0.285
H  -3.124  -1.053  1.067
H  -3.782  -0.563  -0.545
H  -1.668  0.730  -0.245
H  2.093  -0.287  1.480
H  1.437  -1.827  0.966
H  2.512  -1.388  -1.236
H  3.643  -1.209  -0.138
H  1.607  1.568  -0.378
H  0.308  1.225  -1.517
H  -0.011  2.300  1.243
H  -0.207  3.048  -0.175

gap between HOMO and LUMO = 9.02 eV
SMILES = CNN=C(CN)CN
E_tot = -10301.665 eV
maximum force = 0.032 hartree/bohr
HOMO level = -8.00 eV
relative energy (zero: lowest compared OMol25 entry of this formula, charge and spin) = 1.607 eV

DFT (wB97M-V/def2-TZVPD) results for C4H12N4 as an isolated structure in a non-equilibrium geometry.

Atoms and positions in Å:
C  0.799  -0.252  0.279
C  -1.687  1.103  0.009
C  -2.001  -1.251  0.419
N  1.202  0.828  -0.533
N  -1.356  -0.233  -0.363
N  1.023  0.463  -1.812
C  2.516  -0.285  0.332
N  3.227  0.056  1.306
H  0.117  -0.003  -1.948
H  1.293  1.177  -2.472
H  0.600  -1.236  -0.132
H  0.481  -0.009  1.280
H  2.773  0.684  1.967
H  2.881  -0.896  -0.493
H  -2.066  1.212  1.040
H  -2.429  1.549  -0.673
H  -0.790  1.747  -0.087
H  -1.513  -2.219  0.260
H  -2.016  -1.050  1.507
H  -3.053  -1.382  0.114

gap between HOMO and LUMO (spin up / spin down) = 6.20 / 8.84 eV
E_tot = -10296.788 eV
maximum force = 0.053 hartree/bohr
HOMO level (spin up / spin down) = -6.69 / -8.47 eV
relative energy (zero: lowest compared OMol25 entry of this formula, charge and spin) = 6.483 eV

DFT (wB97M-V/def2-TZVPD) results for one molecule with the formula C4H12N4 in a non-equilibrium geometry.

Atoms and positions in Å:
C  0.717  1.857  -0.446
C  0.842  0.406  -0.168
N  -0.163  -0.480  -0.066
N  -1.456  0.080  -0.194
C  -1.939  0.453  1.083
C  -2.243  -0.954  -0.711
N  2.118  0.002  0.122
N  2.397  -1.330  0.221
H  -0.034  2.093  -1.195
H  1.671  2.260  -0.782
H  0.423  2.352  0.478
H  -2.935  0.849  1.100
H  -1.927  -0.510  1.537
H  -1.312  1.167  1.648
H  -2.145  -1.820  -0.013
H  -1.854  -1.272  -1.643
H  -3.298  -0.686  -0.915
H  2.908  0.545  -0.155
H  2.226  -1.649  1.195
H  1.742  -1.812  -0.382

gap between HOMO and LUMO = 8.75 eV
SMILES = C/C(=N\N(C)C)NN
E_tot = -10300.572 eV
maximum force = 0.072 hartree/bohr
HOMO level = -7.77 eV
relative energy (zero: lowest compared OMol25 entry of this formula, charge and spin) = 2.699 eV

DFT (wB97M-V/def2-TZVPD) results for one molecule with the formula C4H12N4 in a non-equilibrium geometry.

Atoms and positions in Å:
C  0.093  1.480  -1.303
C  -0.841  0.835  -0.324
N  -2.134  1.486  -0.110
C  -0.552  -0.185  0.501
N  -1.364  -0.553  1.558
N  0.709  -0.894  0.442
C  1.108  -1.674  -0.723
N  1.627  -0.650  1.480
H  0.098  2.567  -1.165
H  -0.222  1.269  -2.330
H  1.128  1.152  -1.163
H  -2.827  0.766  0.105
H  -2.417  1.999  -0.941
H  -0.743  -0.996  2.234
H  -1.793  0.277  1.957
H  1.728  -2.527  -0.422
H  1.683  -1.066  -1.429
H  0.228  -2.071  -1.238
H  2.309  -1.399  1.596
H  2.182  0.183  1.272

gap between HOMO and LUMO = 7.95 eV
SMILES = C/C(N)=C(/N)N(C)N
E_tot = -10301.343 eV
maximum force = 0.051 hartree/bohr
HOMO level = -6.98 eV
relative energy (zero: lowest compared OMol25 entry of this formula, charge and spin) = 1.928 eV

DFT (wB97M-V/def2-TZVPD) results for one molecule with the formula C4H12N4O2 in a non-equilibrium geometry.

Atoms and positions in Å:
H  2.165  0.789  -1.843
N  2.134  -0.176  -1.526
C  1.708  -0.349  -0.345
N  1.738  -1.564  0.262
C  0.943  0.700  0.452
N  1.555  0.950  1.696
N  -0.556  0.159  0.622
O  -0.605  -0.890  1.459
C  -1.209  -0.236  -0.729
C  -2.316  0.766  -1.037
O  -1.633  -1.514  -0.581
H  0.973  -1.754  0.910
H  2.100  -2.324  -0.289
H  0.836  1.626  -0.122
H  1.672  0.102  2.234
H  1.078  1.656  2.246
H  -1.103  0.937  1.022
H  -0.397  -0.165  -1.492
H  -2.784  0.509  -1.984
H  -1.918  1.779  -1.095
H  -3.081  0.722  -0.262
H  -1.299  -1.721  0.400

gap between HOMO and LUMO = 9.77 eV
SMILES = [H]/N=C(/N)[C@H](N)[N@H+]([O-])[C@H](C)O
E_tot = -14396.087 eV
maximum force = 0.024 hartree/bohr
HOMO level = -9.31 eV
relative energy (zero: lowest compared OMol25 entry of this formula, charge and spin) = 2.716 eV

DFT (wB97M-V/def2-TZVPD) results for a 4-piece molecular cluster, C4H12N4O8 overall in a non-equilibrium geometry.

Atoms and positions in Å:
C  5.272  -0.420  2.684
N  4.593  0.217  3.812
O  3.494  0.714  3.611
O  5.184  0.097  4.926
H  4.691  -1.034  1.996
H  6.099  -1.023  3.060
H  5.655  0.490  2.221
C  1.591  6.286  0.903
N  2.296  5.309  0.029
O  3.128  5.835  -0.731
O  2.080  4.126  0.321
H  1.584  6.015  1.959
H  0.656  6.198  0.350
H  2.086  7.242  0.734
C  -0.681  -0.536  0.146
N  -1.392  -1.330  -0.931
O  -0.800  -1.846  -1.908
O  -2.661  -1.355  -0.915
H  -1.108  -0.629  1.144
H  -0.648  0.523  -0.109
H  0.305  -1.001  0.152
C  -5.410  -5.010  -3.674
N  -6.576  -4.532  -2.853
O  -6.822  -5.126  -1.829
O  -7.245  -3.559  -3.242
H  -4.637  -4.285  -3.925
H  -5.811  -5.437  -4.593
H  -4.924  -5.927  -3.340

gap between HOMO and LUMO = 10.65 eV
SMILES = C[N+](=O)[O-].C[N+](=O)[O-].C[N+](=O)[O-].C[N+](=O)[O-]
E_tot = -26669.962 eV
maximum force = 0.088 hartree/bohr
HOMO level = -10.92 eV
relative energy (zero: lowest compared OMol25 entry of this formula, charge and spin) = 2.000 eV